(1)
# C12H4O8Zr

A structure of composition C12H4O8Zr (the ωB97M-V functional and the def2-TZVPD basis, the Open Molecules 2025 dataset).

Structure (XYZ):
```
25
Properties=species:S:1:pos:R:3:mulliken_charge:R:1
Zr -0.596 0.693 1.849 1.840
O 3.842 -1.679 -0.896 -0.500
O 0.964 0.004 3.008 -0.898
O -4.144 1.725 -3.059 -0.485
O 5.042 -1.837 1.537 -0.497
O 0.811 1.445 0.714 -0.797
O -2.490 1.296 1.310 -0.850
O -2.575 -0.255 -3.770 -0.480
O -1.201 -0.612 0.657 -0.710
C 3.429 -1.010 -0.008 0.508
C 3.034 -1.027 2.434 -0.534
C -3.636 1.484 -0.810 -0.974
C 1.902 0.327 0.799 0.497
C -3.718 1.068 -2.174 0.408
C -2.038 -0.328 -0.331 0.686
C 4.041 -1.185 1.394 0.342
C 1.971 -0.332 2.148 0.707
C -1.965 -0.676 -1.573 -0.604
C -2.800 0.841 0.011 0.969
C 2.634 0.088 -0.294 -0.653
C -2.784 -0.098 -2.620 0.259
H 3.163 -1.335 3.456 0.456
H -1.076 -1.226 -1.926 0.398
H 2.330 0.215 -1.292 0.483
H -4.138 2.412 -0.563 0.426
```

Summary:
LUMO energy, eV: -2.0
Frontier orbital gap, eV: 7.61

=====

(2)
# C12H6Cl2N3O7Ru

A structure of composition C12H6Cl2N3O7Ru (the ωB97M-V functional and the def2-TZVPD basis, the Open Molecules 2025 dataset).

Structure (XYZ):
```
31
Properties=species:S:1:pos:R:3:mulliken_charge:R:1
Ru 1.232 -0.880 -0.511 0.348
Cl -0.953 -0.121 1.827 0.357
Cl 0.811 2.942 2.525 -0.230
O 4.223 -2.092 -2.994 -0.681
O 2.272 -1.301 -2.214 -0.653
O -3.652 3.157 0.567 -0.197
O 0.385 -0.926 1.397 -0.573
O -2.755 -2.885 2.818 -0.658
O -3.412 -0.030 -0.707 -0.629
O -4.892 -2.735 0.336 -0.580
N 3.688 -2.496 -0.843 -0.256
N 2.952 -2.028 0.270 -0.410
N 2.432 0.728 -0.031 -0.564
C -2.929 -2.154 1.874 0.168
C -0.653 1.381 -1.531 -0.202
C -3.948 -2.098 0.693 0.349
C 0.096 3.321 -0.103 -0.333
C -0.564 2.781 -1.146 -0.461
C -3.225 -0.804 0.203 0.490
C 0.946 2.594 0.807 -0.063
C 0.068 0.344 -1.166 0.320
C -3.145 2.358 1.176 0.182
C 3.399 -1.915 -2.116 0.669
C -2.310 -0.984 1.301 0.287
C 1.752 1.601 0.430 0.509
H 3.439 -1.291 0.775 0.295
H 4.681 -2.592 -0.692 0.248
H -1.465 1.098 -2.201 0.297
H -1.162 3.452 -1.751 0.348
H 2.752 -2.797 0.898 0.290
H -0.061 4.374 0.110 0.333
```

Summary:
LUMO energy, eV: 1.8
Frontier orbital gap, eV: 6.80
ΔE to the lowest compared entry with this formula, charge and spin, eV: 7.0989
Total charge: -1

=====

(3)
# C12H6Cl2N3O7Ru

A structure of composition C12H6Cl2N3O7Ru (the ωB97M-V functional and the def2-TZVPD basis, the Open Molecules 2025 dataset).

Structure (XYZ):
```
31
Properties=species:S:1:pos:R:3:mulliken_charge:R:1
Ru -0.252 0.166 -0.360 0.314
Cl -2.425 -0.834 -0.307 -0.101
Cl 1.696 -4.203 -0.865 -0.185
O 0.838 3.501 2.138 -0.632
O 1.919 5.729 -1.049 -0.647
O 1.692 0.987 -0.587 -0.718
O -0.449 2.172 0.859 -0.517
O 3.622 3.303 -0.858 -0.741
O -0.888 4.889 -0.966 -0.652
O -0.754 1.893 -1.445 -0.819
N 0.654 1.300 2.646 -0.281
N 0.531 0.035 2.055 -0.203
N 0.384 -1.512 -0.600 -0.574
C -1.865 -2.482 -0.518 1.176
C 0.364 2.418 1.861 0.690
C 0.065 2.660 -0.781 1.259
C 1.539 4.594 -0.928 0.522
C 0.065 4.165 -0.883 -0.225
C -2.758 -3.530 -0.559 -0.896
C -2.245 -4.811 -0.697 -0.180
C -0.010 -3.919 -0.752 0.555
C 2.400 3.343 -0.835 0.112
C 1.463 2.238 -0.725 0.884
C -0.871 -5.000 -0.787 -0.732
C -0.477 -2.596 -0.626 -0.348
H -0.458 -5.995 -0.889 0.399
H -3.822 -3.351 -0.479 0.411
H 0.080 -0.615 2.684 0.236
H 1.452 1.452 3.247 0.267
H 1.420 -0.337 1.737 0.270
H -2.911 -5.663 -0.731 0.355
```

Summary:
LUMO energy (spin up / spin down), eV: 0.7 / 0.7
Frontier orbital gap (spin up / spin down), eV: 3.99 / 3.97
ΔE to the lowest compared entry with this formula, charge and spin, eV: 4.2023
Total charge: -1

=====

(4)
# C12H7Cl2O6S3Tc

A structure of composition C12H7Cl2O6S3Tc (the ωB97M-V functional and the def2-TZVPD basis, the Open Molecules 2025 dataset).

Structure (XYZ):
```
31
Properties=species:S:1:pos:R:3:lowdin_spin:R:1
Tc 0.156 1.107 0.550 0.865
Cl 1.137 -0.507 5.462 -0.002
Cl 2.529 0.566 0.338 0.030
S -1.820 -0.028 -1.430 0.000
S 0.015 3.085 -1.990 -0.001
S 0.277 0.524 2.627 -0.053
O 0.236 3.003 0.495 0.052
O 0.914 1.952 -1.714 -0.001
O -2.446 1.074 -0.397 0.003
O -0.394 -0.216 -0.901 0.008
O -1.770 0.968 0.864 0.094
O -0.767 3.263 -0.475 0.024
C 2.938 0.017 1.960 -0.004
C -1.363 2.410 -2.895 0.000
C 4.564 -0.821 3.464 -0.006
C 1.945 -0.001 2.927 -0.005
C -2.785 0.654 -3.754 0.000
C -1.748 3.213 -3.950 0.000
C 3.607 -0.859 4.464 0.002
C -3.173 1.482 -4.810 0.000
C -1.895 1.104 -2.796 0.000
C -2.670 2.759 -4.898 0.000
C 2.309 -0.454 4.198 -0.005
C 4.237 -0.380 2.190 0.002
H 4.973 -0.347 1.399 0.000
H 3.857 -1.202 5.457 0.000
H -2.967 3.412 -5.708 0.000
H -3.872 1.114 -5.548 0.000
H -3.203 -0.342 -3.670 0.000
H -1.314 4.201 -4.052 0.000
H 5.575 -1.139 3.677 0.000
```

Summary:
LUMO energy (spin up / spin down), eV: -5.0 / -4.6
Frontier orbital gap (spin up / spin down), eV: 7.25 / 7.64
ΔE to the lowest compared entry with this formula, charge and spin, eV: 5.4516
⟨S²⟩: 0.762
Total charge: +1
Multiplicity: 2

=====

(5)
# C12H7IrN2O5

A structure of composition C12H7IrN2O5 (the ωB97M-V functional and the def2-TZVPD basis, the Open Molecules 2025 dataset).

Structure (XYZ):
```
27
Properties=species:S:1:pos:R:3:lowdin_spin:R:1
Ir 0.668 -0.567 0.359 1.437
O 1.626 -0.864 -2.558 0.085
O -2.203 4.034 -2.542 0.013
O 3.517 -0.885 1.673 0.084
O -2.359 0.031 -0.103 0.184
O 0.031 -3.569 0.727 0.053
N 0.266 0.560 2.174 0.330
N 0.279 2.192 3.626 0.129
C 1.260 -0.751 -1.464 0.140
C -2.335 0.163 5.367 0.159
C -2.339 -0.890 4.433 0.332
C -0.672 0.234 3.152 0.108
C -1.211 -0.081 -0.015 0.256
C 0.818 1.730 2.475 0.193
C -1.515 -0.868 3.304 0.186
C -1.653 3.186 -1.994 0.255
C 2.478 -0.752 1.189 0.164
C -0.666 1.274 4.086 0.217
C -1.490 1.274 5.204 0.098
C 0.268 -2.443 0.581 0.123
H -0.925 1.977 -1.255 0.417
H -1.481 -1.659 2.555 0.009
H 1.580 2.261 1.905 0.011
H -1.453 2.113 5.899 0.001
H 0.526 3.066 4.078 0.002
H -3.004 -1.739 4.594 0.010
H -3.002 0.101 6.228 0.003
```

Summary:
LUMO energy (spin up / spin down), eV: -11.8 / -16.4
Frontier orbital gap (spin up / spin down), eV: 4.38 / 4.37
ΔE to the lowest compared entry with this formula, charge and spin, eV: 0.6859
⟨S²⟩: 8.778
Total charge: +3
Multiplicity: 6

=====

(6)
# C12H7N2O5Pt

A structure of composition C12H7N2O5Pt (the ωB97M-V functional and the def2-TZVPD basis, the Open Molecules 2025 dataset).

Structure (XYZ):
```
27
Properties=species:S:1:pos:R:3:lowdin_spin:R:1
Pt -0.237 0.269 0.136 0.476
O -4.554 0.551 0.265 0.007
O 2.803 0.516 -0.315 0.244
O -0.089 0.654 -2.881 0.096
O -0.377 -0.643 3.010 0.110
O 1.071 -5.262 -1.494 0.000
N -1.390 4.314 0.335 0.005
N -0.610 2.289 0.452 0.124
C -0.510 4.280 1.447 0.004
C 0.947 2.574 2.402 0.004
C 1.458 3.552 3.244 0.000
C -0.549 -0.291 1.919 0.187
C 1.016 4.883 3.188 0.000
C -0.034 2.978 1.497 0.010
C -3.548 1.071 0.174 0.025
C 1.803 -0.032 -0.187 0.406
C 1.336 -4.217 -1.077 0.002
C -0.366 0.571 -1.766 0.175
C 0.004 5.283 2.284 0.001
C -1.395 3.080 -0.239 0.011
H 2.230 3.319 3.974 0.000
H 1.280 1.555 2.414 0.002
H -1.975 2.857 -1.146 0.002
H -1.883 5.171 0.027 0.001
H -0.412 6.299 2.167 0.000
H 1.435 5.669 3.832 0.000
H 1.038 -0.940 -0.035 0.107
```

Summary:
LUMO energy (spin up / spin down), eV: -3.9 / -6.2
Frontier orbital gap (spin up / spin down), eV: 6.69 / 6.35
⟨S²⟩: 2.012
Total charge: +1
Multiplicity: 3

=====

(7)
# C12H8AsF3NO6PdS2

A structure of composition C12H8AsF3NO6PdS2 (the ωB97M-V functional and the def2-TZVPD basis, the Open Molecules 2025 dataset).

Structure (XYZ):
```
34
Properties=species:S:1:pos:R:3:mulliken_charge:R:1
Pd 0.241 -0.017 0.348 0.045
As 2.554 0.667 1.843 1.217
S -0.472 -2.413 0.293 -0.389
S -0.078 2.482 1.508 1.630
F -2.816 -4.451 1.102 -0.214
F -2.763 -4.329 -1.059 -0.221
F -4.658 -4.242 -0.017 -0.316
O 1.356 2.716 1.471 -0.647
O -0.857 3.563 2.057 -0.746
O 2.229 0.407 0.191 -0.669
O -0.616 2.022 0.199 -0.630
O 3.133 -1.033 2.233 -0.706
O 3.852 1.530 2.292 -0.788
N -1.977 -0.360 0.362 -0.043
C -2.023 -1.702 0.263 0.717
C 0.947 0.400 2.952 0.527
C -3.271 -2.343 0.129 -0.097
C -3.363 -3.834 0.039 0.599
C 0.935 -0.570 3.944 -0.559
C -0.225 1.105 2.667 0.232
C -1.402 0.844 3.348 -0.797
C -4.325 -0.184 0.137 -1.010
C -3.072 0.378 0.298 -0.311
C -4.414 -1.569 0.053 -0.039
C -0.243 -0.831 4.630 -0.645
C -1.408 -0.139 4.327 -0.540
H -2.323 -0.360 4.861 0.400
H 1.846 -1.111 4.159 0.489
H -5.376 -2.045 -0.077 0.485
H -2.290 1.421 3.122 0.468
H -2.922 1.449 0.375 0.526
H -5.205 0.438 0.071 0.393
H 4.047 -1.038 1.929 0.265
H -0.251 -1.586 5.406 0.373
```

Summary:
LUMO energy, eV: 1.4
Frontier orbital gap, eV: 7.38
ΔE to the lowest compared entry with this formula, charge and spin, eV: 1.5958
Total charge: -1

=====

(8)
# C12H8AuO6S4

A structure of composition C12H8AuO6S4 (the ωB97M-V functional and the def2-TZVPD basis, the Open Molecules 2025 dataset).

Structure (XYZ):
```
31
Properties=species:S:1:pos:R:3:lowdin_spin:R:1
Au -0.201 -0.195 -0.047 0.521
S 0.553 2.568 1.362 0.006
S -2.595 -0.245 -0.097 0.408
S -0.229 -2.585 -0.201 0.504
S 2.432 -0.491 1.464 0.005
O -0.179 1.987 0.174 0.074
O 1.988 0.077 0.153 0.075
O 1.946 2.804 1.116 0.003
O -0.209 3.674 1.896 0.008
O 3.712 0.001 1.889 0.010
O 2.272 -1.934 1.484 0.007
C 1.218 0.096 2.676 0.000
C -0.467 1.525 3.642 0.000
C -0.628 0.643 4.696 0.000
C 0.455 1.274 2.628 0.000
C -1.886 -2.918 -0.229 0.115
C -3.583 -4.653 -0.326 0.030
C 0.141 -0.508 4.755 0.000
C 1.051 -0.779 3.749 0.000
C -2.273 -4.289 -0.308 0.030
C -4.263 -2.341 -0.190 0.008
C -4.593 -3.661 -0.265 0.060
C -2.906 -1.917 -0.171 0.127
H -3.852 -5.700 -0.385 0.001
H 1.638 -1.687 3.759 0.000
H -5.635 -3.953 -0.276 0.004
H -5.031 -1.580 -0.140 0.002
H -1.488 -5.034 -0.348 0.003
H -1.353 0.856 5.472 0.000
H 0.028 -1.201 5.580 0.000
H -1.042 2.438 3.581 0.000
```

Summary:
LUMO energy (spin up / spin down), eV: 2.5 / -0.3
Frontier orbital gap (spin up / spin down), eV: 7.50 / 5.80
ΔE to the lowest compared entry with this formula, charge and spin, eV: 0.0000
⟨S²⟩: 2.028
Total charge: -1
Multiplicity: 3

=====

(9)
# C12H8BrCl4F7O8S

A cluster of 2 separate species, C12H8BrCl4F7O8S in total (the ωB97M-V functional and the def2-TZVPD basis, the Open Molecules 2025 dataset).

Structure (XYZ):
```
41
Properties=species:S:1:pos:R:3:mulliken_charge:R:1
Br -3.429 -2.606 0.250 -0.152
Cl -2.843 4.364 2.222 -0.094
Cl -0.254 3.107 2.247 -0.078
Cl -0.706 5.493 3.797 -0.108
Cl -0.611 5.633 0.916 -0.087
S 1.499 -1.888 -0.348 1.193
F 3.327 -3.250 1.485 -0.267
F 1.942 -4.049 3.454 -0.251
F 3.719 -1.645 2.927 -0.279
F 1.659 -2.050 4.273 -0.252
F 3.304 -0.397 0.784 -0.278
F 0.441 -2.712 2.613 -0.175
F 1.399 -0.345 1.862 -0.262
O -1.645 3.072 -2.002 -0.524
O 2.372 1.858 -1.205 -0.515
O 0.624 0.635 -0.438 -0.534
O -2.548 2.027 -0.242 -0.414
O 2.539 -1.978 -1.316 -0.681
O 1.446 0.244 -2.456 -0.467
O -1.607 -2.598 -1.801 -0.437
O 0.846 -3.082 0.093 -0.557
C 1.573 1.021 -1.394 0.519
C 0.158 -0.469 -2.344 0.024
C -1.832 -2.119 -0.746 0.598
C -0.865 0.480 -3.008 -1.576
C -1.109 4.662 2.296 0.363
C 0.179 -0.650 -0.838 1.189
C 2.262 -1.132 1.190 0.655
C 1.665 -2.776 3.152 0.663
C 2.766 -2.237 2.169 0.599
C -2.080 2.069 -1.527 0.333
C -1.043 -1.073 -0.049 -2.141
C -2.201 0.806 -2.348 -0.179
H -0.371 1.412 -3.224 0.663
H 0.296 -1.378 -2.898 0.920
H -0.789 -1.437 0.935 0.548
H -1.075 0.032 -3.968 0.304
H -1.692 -0.228 0.117 0.900
H -2.652 -0.015 -1.820 0.226
H -1.765 2.130 0.319 0.114
H -2.900 1.072 -3.130 0.498
```

Summary:
LUMO energy, eV: 0.1
Frontier orbital gap, eV: 11.30
SMILES: O=C(O)CC[C@H]1OC(=O)O[C@]1(CC(=O)Br)S(=O)(=O)C(F)(F)C(F)(F)C(F)(F)F.ClC(Cl)(Cl)Cl

=====

(10)
# C12H8EuO4

A structure of composition C12H8EuO4 (the ωB97M-V functional and the def2-TZVPD basis, the Open Molecules 2025 dataset).

Structure (XYZ):
```
25
Properties=species:S:1:pos:R:3:lowdin_spin:R:1
Eu 2.916 3.592 1.777 7.023
O -4.212 0.237 -1.316 0.000
O 2.383 0.933 2.751 -0.007
O -2.650 -0.572 -2.727 0.000
O 2.538 -1.500 -1.379 -0.001
C -0.256 -0.984 -0.588 0.000
C 0.838 0.250 1.097 0.000
C -0.336 0.378 1.820 0.000
C 2.179 -0.549 -0.810 0.000
C 2.982 1.327 0.449 -0.008
C -1.454 -0.844 0.106 0.000
C 2.069 0.849 1.576 -0.002
C -1.459 -0.177 1.304 0.000
C -2.707 -1.411 -0.449 0.000
C 3.036 0.686 -0.674 -0.001
C 0.875 -0.438 -0.102 0.000
C -3.276 -0.476 -1.518 0.000
H -2.438 -2.327 -0.963 0.000
H 3.600 2.234 0.536 -0.004
H 3.647 1.013 -1.499 0.000
H -3.418 -1.563 0.348 0.000
H -0.193 -1.504 -1.529 0.000
H -0.345 0.899 2.760 0.000
H -1.914 0.043 -2.780 0.000
H -2.404 -0.097 1.810 0.000
```

Summary:
LUMO energy (spin up / spin down), eV: -9.7 / -9.5
Frontier orbital gap (spin up / spin down), eV: 5.45 / 5.68
⟨S²⟩: 15.759
Total charge: +2
Multiplicity: 8

=====

(11)
# C12H8F3N2O5S

A structure of composition C12H8F3N2O5S (the ωB97M-V functional and the def2-TZVPD basis, the Open Molecules 2025 dataset).

Structure (XYZ):
```
31
Properties=species:S:1:pos:R:3:mulliken_charge:R:1
S -0.107 -0.736 -4.465 0.076
F -1.227 -0.422 4.202 -0.293
F 0.785 -1.279 3.930 -0.271
F -0.771 -1.427 2.298 -0.207
O -4.136 1.480 -1.031 -0.753
O -3.099 2.384 -2.782 -0.688
O 1.408 -2.548 0.655 -0.470
O 0.129 0.627 2.816 -0.320
O 3.088 -3.285 -0.647 -0.514
N 1.059 -0.912 -3.269 -0.702
N -1.335 0.134 -3.759 -0.532
C 2.275 -2.253 -0.133 0.598
C -1.864 1.932 1.038 -1.445
C -0.922 0.338 -2.450 0.693
C -1.679 1.062 -1.378 -0.006
C 1.000 0.588 1.660 -1.105
C 0.278 0.546 0.279 0.828
C -3.068 1.692 -1.743 0.048
C -0.231 -0.619 3.250 0.935
C 2.434 -0.762 -0.592 -1.530
C 0.998 -0.131 -0.811 0.358
C 0.440 -0.270 -2.192 0.691
C -1.061 1.155 -0.047 0.860
H 3.053 -0.135 0.113 0.484
H -1.290 2.801 1.480 0.244
H -2.051 1.231 1.907 0.131
H 2.993 -0.744 -1.572 0.416
H 1.642 1.506 1.687 0.351
H -2.862 2.305 0.698 0.413
H 2.437 -3.960 -0.930 0.372
H 1.682 -0.299 1.790 0.338
```

Summary:
LUMO energy, eV: 1.8
Frontier orbital gap, eV: 6.29
Total charge: -1

=====

(12)
# C12H8F3NOS2

The molecule C12H8F3NOS2 (the ωB97M-V functional and the def2-TZVPD basis, the Open Molecules 2025 dataset).

Structure (XYZ):
```
27
Properties=species:S:1:pos:R:3:mulliken_charge:R:1
S 0.899 2.443 0.083 -0.162
S -1.356 0.755 1.878 -0.102
F -1.351 -0.358 -2.678 -0.225
F -3.194 -1.376 -2.183 -0.261
F -3.232 0.807 -2.369 -0.217
O -1.009 2.376 -1.624 -0.536
N -2.858 -0.869 0.522 -0.563
C 3.858 -0.970 -0.624 -0.565
C -0.600 1.827 -0.601 0.329
C -2.270 -0.087 -0.445 -0.503
C -1.405 0.859 0.134 0.782
C 3.813 -0.262 0.560 -0.230
C 2.962 0.822 0.784 -0.641
C -2.528 -0.238 -1.968 0.874
C 3.036 -0.537 -1.665 -0.432
C -3.096 -1.187 2.958 -1.060
C 2.114 0.514 -1.466 -0.506
C 2.101 1.206 -0.224 0.655
C -2.553 -0.499 1.733 0.590
H -3.460 -2.224 2.724 0.309
H -3.961 -0.610 3.262 0.276
H 3.030 -0.948 -2.647 0.388
H 4.488 -0.575 1.351 0.330
H 4.529 -1.836 -0.759 0.350
H -2.392 -1.212 3.791 0.350
H 1.446 0.869 -2.264 0.373
H 2.987 1.310 1.737 0.395
```

Summary:
LUMO energy, eV: -0.7
Frontier orbital gap, eV: 8.15
SMILES: Cc1nc(C(F)(F)F)c(C(=O)Sc2ccccc2)s1